C39H39InN3O9S2 | wB97M-V/def2-TZVPD

Positions of all 93 atoms, in Å:
In1 0.222 -0.731 -0.779
C1 -2.105 -3.067 -2.121
O1 -2.041 -1.971 -1.199
C2 -3.088 -1.032 -1.483
C3 -2.940 0.207 -0.634
O2 -1.672 0.802 -0.922
C4 -1.498 2.178 -0.570
C5 -0.663 2.802 -1.655
O3 0.504 2.014 -1.723
C6 1.330 2.325 -2.829
H1 -2.989 -3.673 -1.917
H2 -1.211 -3.672 -2.000
H3 -2.146 -2.705 -3.150
H4 -4.058 -1.493 -1.274
H5 -3.039 -0.753 -2.536
H6 -3.022 -0.046 0.415
H7 -3.739 0.899 -0.910
H8 -0.967 2.263 0.382
H9 -2.464 2.678 -0.489
H10 -0.425 3.841 -1.400
H11 -1.201 2.766 -2.605
H12 1.712 3.349 -2.755
H13 0.784 2.224 -3.772
H14 2.163 1.625 -2.814
C7 1.952 6.227 1.630
C8 2.265 4.762 1.473
C9 2.082 3.872 2.528
C10 2.288 2.511 2.355
C11 2.683 2.037 1.113
C12 2.923 2.913 0.061
C13 2.711 4.267 0.247
S1 2.760 0.295 0.829
O4 4.111 -0.169 0.770
O5 1.941 -0.337 1.849
O6 2.084 0.129 -0.531
H15 1.937 6.523 2.679
H16 0.969 6.444 1.204
H17 2.677 6.846 1.103
H18 1.780 4.249 3.499
H19 2.162 1.810 3.171
H20 3.268 2.525 -0.889
H21 2.896 4.956 -0.570
O7 -0.801 -0.749 1.225
S2 -0.613 0.343 2.293
C14 -0.141 -0.507 3.793
C15 -0.042 0.267 4.942
C16 0.233 -0.352 6.149
C17 0.395 -1.733 6.196
C18 0.325 -2.485 5.033
C19 0.062 -1.871 3.816
C20 -2.308 0.667 2.837
C21 -2.707 1.973 3.064
C22 -4.019 2.228 3.446
C23 -4.914 1.180 3.593
C24 -4.494 -0.133 3.388
C25 -3.188 -0.393 3.014
H22 -0.202 1.341 4.894
H23 0.313 0.238 7.053
H24 0.579 -2.222 7.144
H25 0.474 -3.556 5.074
H26 0.015 -2.436 2.893
H27 -1.997 2.786 2.949
H28 -4.338 3.246 3.628
H29 -5.938 1.383 3.877
H30 -5.188 -0.953 3.530
H31 -2.844 -1.410 2.861
O8 1.793 -2.352 -2.805
C26 1.081 -1.622 -3.467
N1 0.114 -0.799 -2.902
C27 -0.595 -0.144 -3.917
O9 -1.536 0.607 -3.790
C28 -0.002 -0.590 -5.221
C29 -0.371 -0.277 -6.511
C30 0.339 -0.890 -7.543
C31 1.382 -1.769 -7.270
C32 1.742 -2.080 -5.961
C33 1.025 -1.477 -4.949
H32 -1.182 0.413 -6.710
H33 0.076 -0.681 -8.573
H34 1.920 -2.226 -8.092
H35 2.553 -2.765 -5.749
N2 5.175 -4.970 -0.550
C34 4.106 -4.652 -0.274
C35 2.748 -4.306 0.047
C36 1.871 -5.271 0.528
C37 0.562 -4.909 0.801
C38 0.164 -3.615 0.540
N3 1.000 -2.701 0.029
C39 2.280 -3.021 -0.182
H36 2.215 -6.285 0.684
H37 -0.143 -5.632 1.188
H38 -0.847 -3.278 0.730
H39 2.935 -2.248 -0.554

Summary:
- HOMO energy: -11.5 eV
- Energy relative to the best compared isomer or geometry (same formula, charge and spin): 50.5 kJ/mol
- Gap between HOMO and LUMO: 8.8 eV
- Net charge: +1

C39H40BrN3O10P2TeTl | wB97M-V/def2-TZVPD

Positions of all 97 atoms, in Å:
Tl1 0.555 1.670 3.945
O1 1.316 2.338 8.341
P1 0.617 2.310 6.878
O2 0.613 0.895 6.363
O3 1.250 3.335 5.997
O4 -0.881 2.748 7.284
P2 -2.072 2.970 6.178
O5 -2.174 4.591 6.174
O6 -3.328 2.408 6.696
O7 -1.504 2.578 4.835
H1 1.054 1.536 8.805
H2 -1.393 4.928 5.719
C1 -1.867 2.954 1.164
O8 -1.417 1.911 0.298
C2 -1.598 2.220 -1.043
C3 -2.886 2.045 -1.600
C4 -3.039 2.309 -2.946
Br1 -4.785 2.131 -3.717
C5 -2.001 2.692 -3.764
C6 -0.688 2.839 -3.215
C7 -0.531 2.646 -1.796
O9 0.661 2.855 -1.193
C8 0.421 3.150 -4.012
N1 1.701 3.307 -3.590
C9 2.446 3.578 -4.697
C10 3.813 3.820 -4.835
C11 4.323 4.070 -6.109
C12 3.507 4.084 -7.234
C13 2.130 3.844 -7.118
C14 1.629 3.597 -5.857
N2 0.358 3.330 -5.398
H3 -1.764 2.618 2.195
H4 -2.914 3.192 0.963
H5 -1.258 3.850 1.015
H6 -3.703 1.708 -0.980
H7 -2.191 2.880 -4.811
H8 1.314 3.096 -1.896
H9 4.455 3.809 -3.963
H10 5.384 4.259 -6.226
H11 3.935 4.281 -8.209
H12 1.486 3.853 -7.989
H13 -0.467 3.234 -5.957
C15 -2.754 -1.178 -5.019
C16 -2.207 -1.126 -3.619
C17 -0.899 -0.747 -3.373
C18 -0.360 -0.699 -2.089
C19 1.082 -0.301 -1.948
C20 -1.187 -1.044 -1.016
Te1 -0.618 -1.048 1.030
N3 1.347 -0.991 0.918
C21 1.703 -1.201 2.186
O10 0.898 -1.511 3.106
C22 3.148 -0.985 2.527
C23 3.519 -0.980 3.867
C24 4.836 -0.735 4.226
C25 5.790 -0.503 3.246
C26 5.422 -0.505 1.905
C27 4.104 -0.738 1.546
C28 -0.869 -3.146 1.370
C29 -1.640 -3.526 2.469
C30 -2.366 -2.564 3.376
C31 -1.762 -4.884 2.766
C32 -1.135 -5.857 2.013
C33 -1.257 -7.317 2.359
C34 -0.362 -5.451 0.930
C35 -0.213 -4.114 0.590
C36 0.671 -3.770 -0.580
C37 -2.536 -1.373 -1.233
C38 -3.494 -1.643 -0.098
C39 -3.017 -1.426 -2.532
H14 -1.981 -0.937 -5.748
H15 -3.565 -0.458 -5.136
H16 -3.146 -2.172 -5.246
H17 -0.264 -0.456 -4.203
H18 1.416 0.205 -2.854
H19 1.700 -1.186 -1.779
H20 1.250 0.358 -1.101
H21 2.750 -1.146 4.611
H22 5.113 -0.709 5.272
H23 6.818 -0.302 3.525
H24 6.161 -0.307 1.138
H25 3.796 -0.718 0.509
H26 -2.064 -2.711 4.413
H27 -3.442 -2.747 3.310
H28 -2.190 -1.518 3.145
H29 -2.358 -5.176 3.626
H30 -1.970 -7.473 3.168
H31 -0.292 -7.719 2.677
H32 -1.586 -7.900 1.496
H33 0.146 -6.200 0.330
H34 1.096 -4.678 -1.009
H35 1.476 -3.100 -0.281
H36 0.098 -3.275 -1.365
H37 -4.515 -1.691 -0.474
H38 -3.461 -0.838 0.644
H39 -3.274 -2.582 0.413
H40 -4.062 -1.671 -2.699

Summary:
- HOMO energy (alpha / beta): -0.1 / -3.2 eV
- Energy relative to the best compared isomer or geometry (same formula, charge and spin): 0.0 kJ/mol
- Gap between HOMO and LUMO (alpha / beta): 3.6 / 6.6 eV
- Net charge: -2
- Multiplicity: 2

C39H40F6OP2Re | wB97M-V/def2-TZVPD

Positions of all 89 atoms, in Å:
Re1 1.339 -0.727 3.697
C1 2.357 -2.587 3.803
C2 1.999 -2.230 2.441
C3 0.892 -3.001 1.729
C4 -0.510 -2.493 2.062
C5 -0.515 -1.474 3.185
C6 -0.225 -1.903 4.549
C7 0.180 -3.322 4.900
C8 1.626 -3.685 4.529
C9 1.682 0.925 2.523
H1 3.419 -2.524 4.054
H2 2.857 -1.961 1.821
H3 0.962 -4.071 1.967
H4 1.059 -2.928 0.648
H5 -0.968 -2.029 1.178
H6 -1.144 -3.353 2.315
H7 -1.254 -0.673 3.089
H8 -0.751 -1.385 5.360
H9 -0.514 -4.058 4.468
H10 0.069 -3.425 5.989
H11 2.184 -3.894 5.449
H12 1.640 -4.609 3.937
H13 2.750 1.168 2.535
H14 1.158 1.749 3.037
H15 1.343 0.873 1.484
P1 0.177 0.777 -3.799
P2 -2.472 1.791 -2.879
C10 -1.230 -0.337 -4.006
C11 -2.457 0.163 -3.658
C12 0.927 0.760 -5.488
C13 0.606 -0.197 -6.465
C14 1.161 -0.105 -7.747
C15 2.021 0.946 -8.068
C16 2.348 1.907 -7.100
C17 1.801 1.817 -5.819
C18 1.309 -0.232 -2.794
C19 1.007 -0.249 -1.422
C20 1.824 -0.963 -0.558
C21 2.936 -1.669 -1.030
C22 3.212 -1.670 -2.398
C23 2.414 -0.940 -3.285
C24 -3.740 2.634 -3.976
C25 -3.379 2.901 -5.316
C26 -4.273 3.547 -6.174
C27 -5.536 3.930 -5.708
C28 -5.913 3.651 -4.388
C29 -5.018 3.003 -3.528
C30 -3.422 1.476 -1.355
C31 -3.459 2.515 -0.405
C32 -4.160 2.343 0.786
C33 -4.816 1.132 1.048
C34 -4.766 0.097 0.109
C35 -4.059 0.260 -1.086
H16 -1.046 -1.337 -4.401
H17 -3.413 -0.317 -3.879
H18 -0.085 -1.007 -6.239
H19 0.908 -0.861 -8.497
H20 2.441 1.023 -9.074
H21 3.024 2.726 -7.347
H22 2.042 2.570 -5.068
H23 0.145 0.291 -1.030
H24 1.574 -0.960 0.496
H25 3.571 -2.210 -0.326
H26 4.063 -2.238 -2.772
H27 2.648 -0.918 -4.347
H28 -2.403 2.587 -5.690
H29 -3.989 3.751 -7.210
H30 -6.231 4.444 -6.373
H31 -6.903 3.935 -4.025
H32 -5.331 2.776 -2.507
H33 -2.942 3.452 -0.618
H34 -4.193 3.153 1.514
H35 -5.353 0.994 1.987
H36 -5.273 -0.847 0.304
H37 -4.009 -0.554 -1.805
C36 2.682 1.223 7.348
C37 2.938 0.150 6.301
O1 1.939 0.123 5.287
C38 4.295 0.422 5.604
F1 5.347 0.400 6.471
F2 4.562 -0.462 4.602
F3 4.259 1.657 5.022
C39 3.034 -1.189 7.101
F4 3.768 -1.052 8.249
F5 1.780 -1.589 7.471
F6 3.596 -2.215 6.410
H38 2.499 2.180 6.863
H39 3.564 1.284 7.989
H40 1.813 0.944 7.949

Summary:
- HOMO energy (alpha / beta): -13.1 / -13.4 eV
- Energy relative to the best compared isomer or geometry (same formula, charge and spin): 0.0 kJ/mol
- Gap between HOMO and LUMO (alpha / beta): 6.5 / 5.3 eV
- Net charge: +2
- Multiplicity: 4

C39H40N6O4S2W | wB97M-V/def2-TZVPD

Positions of all 92 atoms, in Å:
W1 -1.423 0.099 -0.110
C1 0.176 0.439 -4.466
O1 -1.127 0.338 -5.026
C2 -2.148 -0.113 -4.249
C3 -3.276 -0.455 -4.996
C4 -4.421 -0.956 -4.408
C5 -4.450 -1.116 -3.034
C6 -3.342 -0.742 -2.284
C7 -3.486 -0.888 -0.814
N1 -3.333 0.135 0.002
N2 -3.550 -0.218 1.393
C8 -2.505 -0.178 2.150
O2 -1.204 0.051 1.824
C9 -2.700 -0.400 3.605
C10 -3.990 -0.387 4.143
C11 -4.188 -0.565 5.500
C12 -3.098 -0.761 6.340
C13 -1.813 -0.780 5.817
C14 -1.616 -0.602 4.459
C15 -2.144 -0.234 -2.851
O3 -1.127 0.102 -2.045
H1 0.852 0.629 -5.298
H2 0.489 -0.496 -4.000
H3 0.252 1.285 -3.783
H4 -3.228 -0.320 -6.067
H5 -5.281 -1.209 -5.012
H6 -5.337 -1.488 -2.536
H7 -3.783 -1.863 -0.445
H8 -4.837 -0.219 3.492
H9 -5.192 -0.543 5.899
H10 -3.251 -0.893 7.403
H11 -0.958 -0.927 6.462
H12 -0.609 -0.613 4.058
S1 0.868 -0.420 -0.606
C16 1.659 0.689 0.370
N3 2.973 0.853 0.223
C17 3.662 1.922 0.937
C18 3.164 1.886 2.357
N4 1.768 2.240 2.310
C19 1.242 3.311 3.152
C20 1.475 4.688 2.569
C21 2.748 5.243 2.471
C22 2.924 6.508 1.931
C23 1.832 7.238 1.484
C24 0.559 6.698 1.584
C25 0.386 5.433 2.126
C26 0.978 1.533 1.414
S2 -0.636 1.757 1.506
C27 3.803 -0.010 -0.617
C28 4.391 0.765 -1.773
C29 5.765 0.898 -1.916
C30 6.292 1.616 -2.981
C31 5.445 2.204 -3.908
C32 4.070 2.076 -3.768
C33 3.544 1.359 -2.705
H13 3.417 2.889 0.493
H14 4.740 1.788 0.881
H15 3.724 2.546 3.013
H16 3.287 0.870 2.756
H17 1.659 3.222 4.157
H18 0.167 3.183 3.298
H19 3.625 4.714 2.824
H20 3.918 6.929 1.864
H21 1.969 8.225 1.065
H22 -0.295 7.266 1.240
H23 -0.618 5.026 2.199
H24 3.232 -0.845 -1.015
H25 4.589 -0.443 0.006
H26 6.436 0.441 -1.197
H27 7.364 1.715 -3.090
H28 5.856 2.764 -4.738
H29 3.406 2.535 -4.489
H30 2.468 1.264 -2.604
O4 -1.371 1.877 -0.083
N5 -1.450 -1.982 -0.103
C34 -1.494 -3.147 -0.189
N6 -1.554 -4.413 -0.319
C35 -2.725 -5.200 0.134
C36 -3.100 -6.197 -0.950
C37 -1.911 -7.082 -1.329
C38 -0.693 -6.234 -1.702
C39 -0.356 -5.236 -0.606
H31 -3.561 -4.533 0.345
H32 -2.463 -5.708 1.065
H33 -3.445 -5.656 -1.835
H34 -3.932 -6.810 -0.602
H35 -2.182 -7.725 -2.166
H36 -1.659 -7.739 -0.491
H37 -0.899 -5.695 -2.631
H38 0.172 -6.872 -1.885
H39 0.469 -4.594 -0.915
H40 -0.055 -5.745 0.313

Summary:
- HOMO energy (alpha / beta): -12.9 / -12.8 eV
- Gap between HOMO and LUMO (alpha / beta): 6.2 / 6.3 eV
- Net charge: +2

C39H41As2F6N7Pt | wB97M-V/def2-TZVPD

Positions of all 96 atoms, in Å:
Pt1 0.965 0.979 0.632
C1 7.682 4.447 1.542
C2 6.578 3.603 0.977
C3 6.817 2.312 0.525
C4 5.808 1.498 0.020
C5 6.200 0.113 -0.432
C6 4.508 2.018 -0.025
As1 3.023 0.952 -0.648
N1 2.565 -0.065 0.895
C7 3.085 -0.886 1.854
C8 2.227 -1.828 2.456
C9 2.713 -2.675 3.429
C10 4.046 -2.590 3.825
C11 4.896 -1.660 3.234
C12 4.432 -0.816 2.245
C13 3.570 -0.228 -2.074
C14 3.355 -1.607 -2.089
C15 2.604 -2.366 -1.029
C16 3.854 -2.326 -3.173
C17 4.492 -1.718 -4.242
C18 5.030 -2.519 -5.391
C19 4.586 -0.328 -4.244
C20 4.124 0.435 -3.185
C21 4.190 1.939 -3.294
C22 4.236 3.333 0.389
C23 2.881 3.984 0.266
C24 5.280 4.095 0.893
H1 8.654 3.978 1.404
H2 7.532 4.607 2.611
H3 7.704 5.428 1.067
H4 7.825 1.915 0.566
H5 7.109 -0.193 0.084
H6 6.406 0.094 -1.505
H7 5.438 -0.642 -0.243
H8 1.207 -1.908 2.106
H9 2.057 -3.410 3.876
H10 4.421 -3.251 4.595
H11 5.928 -1.593 3.551
H12 5.081 -0.069 1.809
H13 1.775 -1.795 -0.612
H14 3.257 -2.670 -0.208
H15 2.185 -3.271 -1.465
H16 3.707 -3.399 -3.186
H17 4.859 -3.584 -5.249
H18 6.103 -2.358 -5.503
H19 4.556 -2.220 -6.327
H20 5.015 0.177 -5.102
H21 4.617 2.224 -4.253
H22 4.805 2.400 -2.521
H23 3.192 2.387 -3.245
H24 2.426 3.808 -0.711
H25 2.978 5.060 0.393
H26 2.176 3.622 1.018
H27 5.075 5.111 1.210
N2 -2.508 -1.339 3.985
C25 -1.443 -0.520 3.912
C26 -0.905 -0.212 2.641
N3 0.099 0.628 2.531
C27 0.657 1.152 3.646
C28 0.143 0.787 4.871
N4 -0.896 -0.032 5.023
H28 -3.023 -1.564 3.148
H29 -2.940 -1.488 4.880
H30 -1.310 -0.647 1.742
H31 1.482 1.836 3.527
H32 0.591 1.184 5.775
C29 -2.055 4.098 0.671
C30 -1.271 3.023 1.027
N5 -0.405 2.471 0.165
C31 -0.301 2.983 -1.068
C32 -1.032 4.075 -1.500
C33 -1.927 4.638 -0.597
C34 -0.808 4.691 -2.824
C35 -0.813 4.146 -4.041
C36 -1.043 2.748 -4.443
C37 -1.212 2.439 -5.788
C38 -1.445 1.109 -6.101
N6 -1.507 0.158 -5.174
C39 -1.329 0.556 -3.919
N7 -1.091 1.796 -3.506
H33 -2.763 4.497 1.383
H34 -1.346 2.567 2.001
H35 0.360 2.472 -1.747
H36 -2.529 5.489 -0.889
H37 -0.637 5.762 -2.779
H38 -0.661 4.829 -4.871
H39 -1.172 3.199 -6.555
H40 -1.589 0.797 -7.130
H41 -1.387 -0.207 -3.149
F1 -1.249 -0.298 -0.330
As2 -3.030 -0.280 -0.240
F2 -2.890 0.671 1.234
F3 -3.013 1.191 -1.145
F4 -4.734 -0.283 -0.102
F5 -3.062 -1.234 -1.665
F6 -2.896 -1.705 0.773

Summary:
- HOMO energy (alpha / beta): -11.2 / -11.2 eV
- Energy relative to the best compared isomer or geometry (same formula, charge and spin): 0.0 kJ/mol
- Gap between HOMO and LUMO (alpha / beta): 7.6 / 6.2 eV
- Net charge: +1
- Multiplicity: 2